Record 1
59
Properties=species:S:1:pos:R:3:forces:R:3 method="wB97M-V/def2-TZVPD" homo_lumo_gap_ev=7.580 lumo_energy_ev=-1.08 de_lowest_kcal_mol=0.0
C 3.44966 3.29647 1.67946 -0.20 -0.18 0.03
H 2.97768 4.25805 1.87119 0.00 0.13 0.00
H 3.97757 3.35929 0.73259 0.11 0.07 -0.10
H 4.18094 3.11223 2.46339 0.12 0.02 0.06
C 2.40188 2.18480 1.66650 -0.02 0.00 0.03
C 3.01990 0.80708 1.42102 0.05 0.12 -0.08
C 3.46359 0.61713 -0.02515 0.07 -0.18 0.22
N 2.34865 0.82862 -0.93202 -0.01 0.09 -0.12
C 1.84057 2.18037 -0.80476 -0.21 0.08 0.15
C 1.31924 2.41830 0.60945 0.24 0.05 0.01
H 0.93162 3.43702 0.68562 -0.05 0.02 0.04
H 0.49923 1.72039 0.78728 -0.10 0.00 -0.01
H 1.01448 2.30450 -1.51261 0.12 0.01 -0.06
H 2.61222 2.93131 -1.05587 -0.05 -0.01 -0.06
C 2.66705 0.48684 -2.30373 0.03 -0.22 0.03
H 1.86462 0.87795 -2.93683 0.05 0.05 -0.02
C 2.73913 -1.03352 -2.50747 0.13 0.21 0.03
N 1.56201 -1.68021 -1.98555 0.02 0.07 -0.47
C 1.55153 -2.28147 -0.77445 -0.66 -0.21 -0.19
O 2.55437 -2.56206 -0.15152 0.33 -0.01 0.35
C 0.13945 -2.58010 -0.29252 0.29 -0.02 0.46
C -0.47029 -1.28336 0.26039 0.41 0.14 -0.64
N -1.84183 -1.49653 0.66667 -0.70 0.05 -0.80
S -2.93587 -1.53601 -0.59932 -0.28 0.42 0.25
O -3.88748 -2.59172 -0.40044 0.02 0.11 0.31
O -2.25764 -1.46113 -1.86285 0.10 0.24 0.22
C -3.80083 0.01101 -0.33428 -0.28 -1.02 -0.04
C -5.11866 0.01742 0.02548 0.58 -0.52 -0.19
C -5.82491 1.22093 0.22629 0.00 0.76 0.00
C -5.22176 2.43823 0.06216 -0.57 -0.22 0.16
C -3.86667 2.46450 -0.30774 0.95 -0.47 -0.24
N -3.09586 3.53311 -0.51735 -0.08 0.73 -0.01
S -1.62527 3.03672 -0.91402 -1.05 -0.56 0.26
N -1.86921 1.45208 -0.84305 0.59 -0.29 -0.19
C -3.13896 1.23351 -0.50396 0.24 1.30 -0.10
H -5.75089 3.36676 0.20394 -0.09 0.07 0.03
H -6.86519 1.17032 0.50860 -0.08 0.01 0.02
H -5.61369 -0.93379 0.14328 -0.10 -0.09 0.03
C -1.98866 -2.53046 1.67227 -0.41 -0.61 0.30
C -1.36375 -3.85491 1.23142 0.12 0.20 0.10
C 0.08606 -3.64911 0.79654 -0.06 -0.04 -0.23
H 0.50521 -4.58360 0.42033 0.06 0.01 0.07
H 0.69827 -3.32842 1.64215 0.07 -0.03 0.01
H -1.94705 -4.24317 0.39388 -0.04 -0.09 0.04
H -1.41910 -4.57185 2.05204 -0.05 -0.04 -0.01
H -3.05697 -2.65506 1.84974 0.10 -0.05 0.24
H -1.51171 -2.16607 2.58808 -0.05 0.03 -0.06
H -0.47432 -0.49122 -0.48795 0.28 0.00 0.17
H 0.09606 -0.94631 1.13352 -0.04 0.03 -0.03
H -0.47034 -2.89554 -1.14486 0.11 0.04 0.02
H 0.67538 -1.39104 -2.37227 -0.04 -0.09 0.09
H 2.83718 -1.24854 -3.57580 0.09 0.00 0.10
H 3.59268 -1.46359 -1.98162 -0.04 0.02 -0.14
H 3.61772 0.93877 -2.64206 -0.09 0.02 -0.01
H 3.81249 -0.40940 -0.13673 0.07 0.05 -0.02
H 4.30311 1.29588 -0.26339 -0.01 -0.02 -0.05
H 3.87596 0.65364 2.08001 0.01 -0.05 0.06
H 2.27985 0.03731 1.64432 0.01 -0.10 0.04
H 1.92153 2.17764 2.65251 0.01 -0.02 -0.08

=====

Record 2
66
Properties=species:S:1:pos:R:3:forces:R:3 method="wB97M-V/def2-TZVPD" homo_lumo_gap_ev=6.479 lumo_energy_ev=0.32 charge=-1
C 4.44901 1.55981 0.93651 -1.10 -0.73 0.33
C 3.78930 0.63124 -0.27903 0.80 -0.16 0.37
C 3.88051 1.33228 -1.75717 -0.52 -0.56 -0.62
C 2.62155 2.34321 -2.11320 0.59 0.10 -0.62
C 1.38829 1.54152 -2.91215 0.76 0.35 2.39
C 0.55613 0.76360 -1.68922 -1.27 -1.95 0.97
C 0.66674 -0.87891 -1.42273 -3.71 3.90 1.72
P 1.74696 -1.88624 -2.62300 1.36 -1.21 -0.03
N 1.24936 -1.62562 -4.35459 0.44 1.07 1.47
O 1.51418 -3.62988 -2.43758 -2.73 2.81 -1.32
C -0.17517 -1.49189 -0.11428 -1.26 3.87 0.63
C -0.07957 -3.07979 0.26622 0.26 0.02 0.03
C -0.95697 -3.57475 1.54685 1.15 0.25 0.62
O -2.39080 -3.37262 1.21948 -1.27 -2.71 2.05
C -3.24998 -4.28614 1.99995 -1.08 0.03 5.44
C -4.11707 -5.39945 1.11766 0.50 1.09 -0.69
O -3.38888 -4.25728 3.34196 1.30 0.13 -8.92
C -1.07352 -0.46267 0.80358 1.96 -0.06 -2.49
C -1.23374 1.17765 0.50904 0.75 -2.00 -0.41
N -2.14680 1.91980 1.44818 3.31 4.05 -5.70
C -2.17284 3.35236 1.00032 0.60 -0.74 0.02
N -3.07268 4.29496 1.82936 2.90 -2.24 0.00
C -1.36001 4.03598 -0.23253 1.69 -2.88 -0.46
C -1.47866 5.66185 -0.60154 -0.71 -0.86 0.33
C -2.92583 5.82716 -1.40575 0.16 -1.88 0.71
C -3.19614 4.56114 -2.42903 -0.50 0.57 -0.10
I -2.93396 7.69769 -2.61536 -0.01 -0.89 0.91
N -0.44248 3.23228 -1.10668 -3.66 -1.53 4.78
C -0.39032 1.77288 -0.74907 -0.37 -0.31 0.56
H 3.64208 1.62846 1.81229 1.85 -0.08 -1.85
H 5.36041 0.96755 1.36611 -1.50 1.57 -0.81
H 4.68183 2.65613 0.59872 -0.17 -2.20 0.58
H 2.70716 0.34643 0.07199 2.00 0.67 -1.17
H 4.39164 -0.39447 -0.34307 -1.28 2.23 0.19
H 3.84484 0.45528 -2.56457 0.08 1.81 1.68
H 4.92330 1.87882 -1.95487 -2.27 -1.11 0.80
H 3.01513 3.14520 -2.87294 -0.71 -1.38 1.43
H 2.24014 2.91662 -1.15945 0.64 -1.27 -1.93
H 0.74805 2.36815 -3.43901 0.98 -1.93 0.99
H 1.93004 0.80804 -3.64121 -1.40 1.38 1.33
H 2.16475 -1.34415 -4.81456 -1.67 -0.38 0.67
H 0.58529 -0.82006 -4.40673 0.69 -0.92 -0.13
H 0.60122 -3.78741 -2.86852 1.94 -0.08 0.95
H 1.06368 -3.32177 0.49933 -2.49 0.48 -0.50
H -0.40101 -3.72180 -0.66503 0.67 1.38 1.82
H -0.80620 -4.71726 1.75304 0.11 2.25 -0.46
H -0.64684 -2.98844 2.53194 -0.74 -1.28 -2.12
H -5.15541 -5.65716 1.59271 2.34 0.54 -0.53
H -3.43560 -6.34951 0.99680 -1.40 1.88 0.32
H -4.33567 -4.94720 0.04167 0.67 -0.95 2.27
H -1.65406 -0.89806 1.74578 1.37 1.05 -2.37
H -2.96651 3.90132 2.81001 -0.54 0.54 -1.50
H -2.65510 5.25016 1.88704 -0.29 -1.11 -0.39
H -1.46221 6.31131 0.39137 -0.15 -1.39 -2.09
H -0.58969 6.04088 -1.26517 -1.72 -1.20 1.22
H -3.82066 5.80067 -0.62221 1.98 0.56 -1.79
H -2.21901 4.14517 -2.93905 -1.94 0.94 1.21
H -3.92202 4.96577 -3.28660 1.47 -1.17 2.00
H -3.71828 3.72088 -1.77138 1.16 1.65 -1.65
F 2.71916 -5.36927 3.39259 -1.34 0.26 1.44
As 1.54458 -5.16000 4.76275 0.17 -0.15 0.46
F 1.14384 -3.49204 4.16411 0.38 -1.71 0.52
F 2.87151 -4.47082 5.79497 -1.49 -0.75 -1.19
F 0.37001 -4.95037 6.13300 1.34 -0.23 -1.62
F 1.94526 -6.82803 5.36134 -0.46 1.86 -0.71
F 0.21775 -5.84918 3.73061 1.36 0.75 0.97

=====

Record 3
72
Properties=species:S:1:pos:R:3:forces:R:3 method="wB97M-V/def2-TZVPD" homo_lumo_gap_ev=8.609 lumo_energy_ev=0.54 de_lowest_kcal_mol=12.1
Pb 0.44074 -0.17346 0.74852 -0.14 0.12 -0.20
C -3.41961 0.62343 3.55999 0.00 -0.01 0.03
C -2.23136 1.01355 2.92559 0.06 0.04 0.05
N -1.62104 -0.03991 2.39506 -0.02 -0.07 0.06
N -2.38478 -1.11504 2.66942 -0.01 0.11 0.02
C -3.46981 -0.74510 3.37111 0.05 -0.03 0.04
B -2.02471 -2.51405 2.12751 0.01 -0.08 0.05
N -2.08015 -2.51945 0.58971 -0.02 0.05 -0.04
C -2.81706 -3.31452 -0.20259 -0.01 0.02 -0.01
C -2.54687 -2.99351 -1.51817 -0.01 0.01 0.00
C -1.60013 -1.96576 -1.43611 0.02 0.01 0.00
N -1.32974 -1.68966 -0.16617 0.06 -0.12 0.01
N -0.60605 -2.90240 2.58420 0.03 0.01 -0.05
C -0.25740 -3.90785 3.40050 -0.01 0.01 0.00
C 1.11792 -3.92536 3.51338 0.01 0.00 0.01
C 1.54008 -2.86591 2.70727 -0.05 0.01 0.00
N 0.49747 -2.25615 2.14960 0.01 -0.09 0.12
H -4.12456 1.24228 4.08828 0.02 -0.01 -0.01
H -1.80338 1.99906 2.81257 -0.02 -0.05 0.00
H -4.19036 -1.48102 3.69190 0.03 0.03 -0.01
H -2.81308 -3.31436 2.55606 0.00 0.01 -0.01
H -3.47266 -4.05368 0.22906 0.01 0.02 -0.01
H -2.95255 -3.44990 -2.40487 0.01 0.01 0.02
H -1.09097 -1.42455 -2.21823 -0.01 -0.03 0.02
H -1.01353 -4.53932 3.83763 0.02 0.01 -0.01
H 1.72244 -4.60477 4.08912 -0.01 0.02 -0.02
H 2.52858 -2.49985 2.49505 -0.01 -0.02 0.01
O 0.52874 3.10953 0.72686 -0.01 0.01 0.11
N 0.37560 3.83746 -0.23137 0.10 0.02 0.03
N 0.60552 3.28247 -1.40307 -0.12 0.16 -0.14
O 0.83707 1.94475 -1.46587 0.10 -0.13 0.01
C 0.46462 3.99382 -2.62869 -0.01 -0.02 0.02
C 0.31505 3.26788 -3.80067 0.02 -0.03 0.05
C 0.19175 3.95597 -4.99770 -0.01 0.02 -0.03
C 0.20591 5.34260 -5.02086 0.00 -0.02 -0.03
C 0.36063 6.04992 -3.83674 0.02 -0.01 0.04
C 0.50525 5.38213 -2.63141 -0.05 0.01 -0.02
H 0.30919 2.18705 -3.76877 0.00 0.01 -0.05
H 0.08448 3.39779 -5.91864 0.00 0.00 0.01
H 0.10745 5.87143 -5.95989 0.00 0.00 0.01
H 0.38416 7.13174 -3.84833 0.00 0.00 0.00
H 0.64020 5.92308 -1.70658 0.00 0.00 0.00
C -5.22698 -0.59164 0.35957 0.02 0.01 0.02
N -4.04013 0.23154 0.28537 -0.06 0.01 -0.08
C -3.50441 0.70192 -0.84541 -0.08 -0.04 -0.01
N -4.10094 0.32800 -1.99857 -0.03 0.02 -0.02
S -2.17922 1.73247 -0.84970 0.06 0.00 0.04
H -5.43250 -0.79896 1.40656 0.00 0.02 -0.02
H -5.07945 -1.54956 -0.14531 0.00 -0.02 -0.02
H -6.09631 -0.08456 -0.06808 0.01 -0.01 -0.02
H -3.61481 0.56229 1.13746 -0.04 0.00 -0.01
H -4.74206 -0.44601 -2.02974 0.02 -0.01 0.00
H -3.62700 0.58708 -2.84506 0.01 0.00 -0.02
C 4.93761 -2.25457 0.24876 0.05 -0.04 0.03
P 4.45635 -0.75050 1.10163 -0.02 -0.10 -0.23
C 5.24481 -0.80662 2.72038 0.00 0.01 0.07
C 5.25925 0.59446 0.22330 0.04 0.04 0.03
O 2.96877 -0.61689 1.22700 -0.03 0.08 0.11
H 6.02125 -2.30275 0.12769 -0.01 0.00 -0.01
H 4.45661 -2.25157 -0.73047 0.03 0.02 0.04
H 4.60469 -3.12228 0.81950 -0.03 0.00 0.00
H 6.32618 -0.91865 2.63405 -0.02 0.00 -0.01
H 4.84098 -1.64565 3.28870 0.01 0.01 -0.01
H 5.01780 0.11516 3.25708 0.01 -0.01 0.00
H 6.34075 0.53139 0.35531 -0.01 -0.01 -0.02
H 4.90191 1.54406 0.62156 0.00 0.01 -0.02
H 5.01773 0.52457 -0.83767 0.03 -0.02 0.06
O 1.24439 -0.94977 -1.55223 0.14 0.01 -0.02
S 2.23234 -0.31020 -2.43172 -0.02 0.02 0.17
O 1.75161 -0.11936 -3.76852 -0.04 0.07 -0.07
O 3.58774 -0.79016 -2.27319 -0.01 -0.05 -0.05
S 2.52001 1.59638 -1.54192 -0.11 -0.06 -0.05

=====

Record 4
61
Properties=species:S:1:pos:R:3:forces:R:3 method="wB97M-V/def2-TZVPD" homo_lumo_gap_ev=8.342 lumo_energy_ev=0.44
C -0.01097 -0.54137 0.01909 -1.29 0.83 -0.26
C -0.24504 1.01824 0.42428 1.99 -1.60 -0.40
O -1.20531 1.00776 1.51572 -1.34 2.62 -1.39
B -2.10216 2.15597 1.43495 2.12 -0.34 0.48
O -1.48314 3.42312 1.20914 -2.61 -1.65 0.57
O -3.51770 1.90971 1.64139 1.52 0.32 -2.26
S -4.42324 2.06010 0.21621 -0.23 2.28 -0.86
O -3.89084 3.25117 -0.57646 -0.77 -3.41 1.98
O -4.19607 0.62388 -0.66539 0.27 1.90 0.16
C -4.05043 0.88947 -2.09595 1.23 -0.92 -1.69
C -2.48960 1.06929 -2.39654 0.83 -0.42 -0.23
C -2.07726 0.91257 -3.93734 -1.35 -0.18 -0.62
N -0.92208 1.76117 -4.35352 0.12 -0.91 0.26
C 0.34195 1.38778 -3.65383 1.70 -0.23 -0.38
C 1.50371 2.49793 -3.78113 0.97 1.20 0.28
C 2.13279 3.03975 -2.44586 1.48 1.47 -4.13
C 3.28893 4.08431 -2.55828 -2.16 -1.98 -2.86
C 3.73592 4.53109 -3.97170 -1.83 -1.70 0.35
C 3.09647 4.02150 -5.28163 -1.49 -1.51 3.28
C 1.95325 2.97806 -5.17959 2.02 1.66 2.55
O 1.35565 2.47907 -6.37434 1.19 0.85 1.72
H 0.58747 -0.54916 -0.95180 -0.57 -0.31 1.43
H 0.45069 -1.14997 0.86816 -0.30 1.06 -1.29
H -1.04828 -1.01738 -0.17778 1.65 0.78 0.20
H -0.55425 1.66079 -0.46759 0.13 -1.00 1.29
H 0.80499 1.39681 0.73663 -1.80 -0.28 -0.10
H -2.18566 4.12073 1.19207 0.88 -0.72 -0.21
H -4.71039 1.73128 -2.49153 1.02 -0.92 0.83
H -4.38771 -0.07235 -2.64529 0.41 1.44 1.17
H -1.94259 0.23560 -1.81436 -0.99 1.32 -0.73
H -2.07317 2.07199 -2.02936 -0.89 -1.29 -0.51
H -1.90563 -0.18891 -4.26424 -0.32 1.42 0.93
H -2.98044 1.26382 -4.57397 1.43 -0.47 0.93
H -0.75466 1.49929 -5.34732 -0.17 0.68 0.92
H 0.22983 1.17000 -2.54024 -0.23 0.44 -1.52
H 0.73761 0.41167 -4.13565 -0.33 1.28 0.87
H 1.73563 2.66612 -1.43062 0.73 0.67 -1.91
H 3.77135 4.45874 -1.59289 -0.66 -0.45 -1.80
H 4.60301 5.27437 -4.02744 -1.48 -1.19 -0.03
H 3.40386 4.35613 -6.33955 -0.30 -0.40 2.04
H 1.86525 2.84469 -7.13208 -0.46 -0.31 0.81
N -0.31310 -0.89251 3.62602 0.21 -0.09 0.13
C 0.01349 -0.87619 4.95530 -0.02 -0.03 -0.07
C -0.31620 -2.09861 5.48906 0.06 0.23 0.18
C -0.85648 -2.88363 4.44125 -0.29 0.05 -0.25
C -0.83956 -2.11418 3.30283 -0.01 0.05 -0.02
H -0.18525 -0.12361 2.98361 -0.26 -0.14 0.13
H 0.44989 0.00213 5.40640 -0.05 -0.10 -0.01
H -0.18193 -2.39496 6.51906 -0.01 0.02 -0.10
H -1.21747 -3.89931 4.51143 0.02 0.10 0.00
H -1.15719 -2.32996 2.29386 -0.03 0.02 0.12
N 1.61653 -5.85061 3.67478 0.04 -0.03 0.13
C 2.33182 -6.94125 4.09428 0.06 -0.10 -0.04
C 2.91373 -6.62824 5.29830 -0.01 -0.24 -0.14
C 2.53080 -5.30179 5.61996 -0.13 0.17 -0.08
C 1.72823 -4.84870 4.60141 0.14 0.09 0.00
H 1.08968 -5.79451 2.81853 0.09 0.01 0.18
H 2.36583 -7.84232 3.50067 0.02 0.07 0.08
H 3.54409 -7.28170 5.88342 -0.07 0.04 -0.07
H 2.81077 -4.74100 6.49964 -0.04 -0.04 -0.09
H 1.23058 -3.90384 4.45585 0.16 -0.13 0.04

=====

Number 1: DFT total energy -56474.752 eV. Number 2: DFT total energy -127852.343 eV. Number 3: DFT total energy -96133.271 eV. Number 4: DFT total energy -49489.768 eV.